Molecular formula: C28H37N6O
Method: DFT, the ωB97M-V functional and the def2-TZVPD basis

Values from the calculation:
Net charge: +1
LUMO level, eV: -5.210

XYZ file:
```
72
C28H37N6O the ωB97M-V functional and the def2-TZVPD basis
C -1.85 4.41 3.93
N -1.58 2.99 4.13
C -2.59 2.10 4.41
O -3.77 2.35 4.55
C -1.95 0.72 4.51
C -2.50 -0.24 3.46
C -3.98 -0.50 3.60
C -4.85 -0.15 2.59
C -6.21 -0.34 2.73
C -6.71 -0.89 3.90
C -5.85 -1.26 4.91
C -4.49 -1.07 4.76
N -0.47 0.93 4.36
C 0.47 -0.05 4.45
C 1.82 0.21 4.29
C 2.85 -0.70 4.31
C 4.22 -0.36 4.14
C 5.21 -1.36 4.17
C 6.54 -1.05 4.01
C 6.95 0.27 3.81
C 8.30 0.58 3.66
N 9.43 0.85 3.53
C 5.98 1.28 3.78
C 4.65 0.98 3.94
C -0.22 2.39 4.11
C 0.39 2.60 2.72
C 0.59 3.01 5.25
H -2.92 4.59 3.99
H -1.35 4.99 4.70
H -1.48 4.72 2.95
H -2.13 0.33 5.52
H -2.29 0.18 2.47
H -1.96 -1.19 3.51
H -4.46 0.29 1.68
H -6.88 -0.05 1.94
H -7.77 -1.02 4.02
H -6.23 -1.68 5.82
H -3.81 -1.36 5.54
H 0.15 -1.05 4.65
H 2.09 1.23 4.12
H 2.62 -1.74 4.46
H 4.91 -2.38 4.33
H 7.29 -1.83 4.04
H 6.30 2.29 3.63
H 3.93 1.77 3.91
H -0.30 2.22 1.97
H 0.55 3.66 2.52
H 1.33 2.09 2.59
H 0.03 2.88 6.18
H 1.55 2.54 5.39
H 0.75 4.07 5.09
C 3.61 -6.32 1.41
N 3.13 -4.96 1.13
C 3.77 -4.02 2.03
C 2.23 -4.46 0.14
N 2.04 -3.18 0.18
N 1.55 -5.21 -0.87
C 1.58 -6.65 -1.12
C 0.65 -4.60 -1.85
H 3.20 -7.08 0.78
H 4.70 -6.35 1.30
H 3.37 -6.59 2.44
H 3.44 -3.00 1.82
H 3.52 -4.26 3.06
H 4.85 -4.06 1.92
H 1.45 -2.72 -0.46
H 2.22 -7.21 -0.46
H 0.57 -7.06 -1.02
H 1.92 -6.84 -2.14
H 0.56 -3.52 -1.75
H 1.00 -4.81 -2.86
H -0.35 -5.02 -1.74
```

Mulliken atomic charge list, values in e, 4 entries:
1 C -0.968
2 N 0.247
3 C 0.315
4 O -0.653


Molecular formula: C21H25N3O2
Method: DFT, the ωB97M-V functional and the def2-TZVPD basis

Values from the calculation:
Net charge: 0
LUMO level, eV: -0.647
Structure (SMILES): COc1ccc(C(=O)N/N=C(/C)c2ccc(N3CCCCC3)cc2)cc1
Relative energy (zero: lowest compared OMol25 entry of this formula, charge and spin), eV: 23.673

XYZ file:
```
51
C21H25N3O2 the ωB97M-V functional and the def2-TZVPD basis
C 2.51 -2.69 -0.25
H 2.97 -2.90 -1.10
O 2.47 -1.16 -0.19
C 2.06 -0.49 0.78
C 1.59 -0.96 1.86
C 0.91 -0.39 2.76
C 0.96 0.87 2.65
C 1.51 1.76 1.57
C 2.11 0.95 0.58
H 2.69 1.32 -0.12
H 1.39 2.69 1.46
C 0.13 2.04 3.52
O 0.91 3.10 4.09
N -1.12 1.61 4.19
N -1.91 0.76 4.03
C -2.22 -0.15 2.97
C -1.70 0.12 1.69
C -1.56 1.34 1.05
C -1.39 1.66 -0.20
C -1.15 0.36 -1.13
C -1.33 -0.71 -0.62
C -1.79 -1.11 0.65
H -1.99 -1.99 1.12
H -1.28 -1.86 -1.20
N -0.96 0.89 -2.52
C -1.01 -0.38 -3.34
C 0.51 -1.15 -3.62
H 0.51 -1.59 -2.75
H 0.22 -2.06 -4.46
C 1.42 -0.23 -4.10
H 0.97 0.30 -5.14
H 2.38 -0.55 -4.34
C 1.48 0.94 -3.10
C 0.31 1.64 -2.86
H 0.37 2.39 -2.13
H -0.39 2.07 -3.80
H 2.24 1.88 -3.48
H 1.87 0.27 -2.15
H -1.34 0.05 -4.37
H -1.87 -1.19 -3.21
H -1.09 2.44 -0.52
H -1.80 2.05 1.56
C -3.21 -1.15 3.19
H -3.55 -1.00 4.25
H -2.82 -2.02 3.10
H -4.03 -1.04 2.68
H -1.19 2.20 5.09
H 0.45 -0.82 3.80
H 1.29 -2.09 1.92
H 3.04 -3.12 0.40
H 1.44 -2.91 -0.28
```

Mulliken atomic charge list, values in e, 4 entries:
1 C -1.259
2 H 0.347
3 O -0.470
4 C -0.214


Number 1: HOMO-LUMO gap 4.9 eV. Number 2: HOMO-LUMO gap 6.5 eV.